The following is a DFT calculation (ωB97M-V/def2-TZVPD) of a single C3H9NS molecule.

energy relative to the best compared isomer or geometry (same formula, charge and spin)	29.19	kcal per mole
2S+1	1
HOMO energy	-0.3384	Eh
LUMO energy	0.034	hartree
total energy	-572.59357	Ha
structure (SMILES)	NCCCS
largest force on an atom	0.075	Eh/bohr
Kohn-Sham gap	10.13	eV

Each atom is followed by the atoms it is bonded to, with distances in Å.
Cartesian coordinates (Å):
1 N 2.18779 0.89924 -0.66461  C2 1.451, H6 1.111, H7 1.068
2 C 0.80337 0.50458 -0.84708  N1 1.451, C3 1.547, H8 1.090, H9 1.101
3 C 0.03123 0.10452 0.43180  C2 1.547, C4 1.559, H10 1.092, H11 1.108
4 C -1.42041 -0.44203 0.27833  C3 1.559, S5 1.820, H12 1.017, H13 1.001
5 S -2.52852 -0.38178 1.72062  C4 1.820, H14 1.324
6 H 2.52589 0.16724 0.10036  N1 1.111
7 H 2.71493 0.77943 -1.58584  N1 1.068
8 H 0.77849 -0.29894 -1.58274  C2 1.090
9 H 0.26233 1.29982 -1.38329  C2 1.101
10 H -0.12772 1.05827 0.93953  C3 1.092
11 H 0.61063 -0.51330 1.14548  C3 1.108
12 H -1.87648 -0.03056 -0.53200  C4 1.017
13 H -1.43130 -1.44109 0.21270  C4 1.001
14 H -2.53023 -1.70540 1.76675  S5 1.324



The following is a DFT calculation (ωB97M-V/def2-TZVPD) of a single C23H31N3O4S2 molecule.

energy relative to the best compared isomer or geometry (same formula, charge and spin)	4.37	kcal per mole
2S+1	1
HOMO energy	-0.2931	Eh
LUMO energy	0.021	hartree
total energy	-2156.65479	Ha
structure (SMILES)	CNC(=O)[C@H](Cc1ccccc1)NC(=O)[C@H](CC(C)C)[C@H](CSc1cccs1)C(=O)NO
largest force on an atom	0.015	Eh/bohr
Kohn-Sham gap	8.54	eV

Each atom is followed by the atoms it is bonded to, with distances in Å.
Cartesian coordinates (Å):
1 C -3.91071 -3.79884 -2.03664  N2 1.443, H33 1.091, H34 1.092, H35 1.089
2 N -3.10069 -2.62566 -1.81525  C1 1.443, C3 1.346, H36 1.008
3 C -2.23635 -2.52225 -0.78919  N2 1.346, O4 1.215, C5 1.526
4 O -2.09594 -3.36886 0.07087  C3 1.215
5 C -1.40799 -1.24075 -0.80674  C3 1.526, C6 1.551, N13 1.441, H37 1.096
6 C -0.33745 -1.32602 -1.92589  C5 1.551, C7 1.498, H38 1.092, H39 1.092
7 C -0.87913 -0.87570 -3.24816  C6 1.498, C8 1.392, C12 1.389
8 C -1.16182 0.47168 -3.45188  C7 1.392, C9 1.383, H40 1.080
9 C -1.68036 0.90720 -4.65730  C8 1.383, C10 1.386, H41 1.080
10 C -1.92636 0.00083 -5.67643  C9 1.386, C11 1.384, H42 1.080
11 C -1.64826 -1.34124 -5.48382  C10 1.384, C12 1.385, H43 1.080
12 C -1.12837 -1.77656 -4.27613  C7 1.389, C11 1.385, H44 1.081
13 N -0.78855 -1.08569 0.48455  C5 1.441, C14 1.340, H45 1.010
14 C -0.38329 0.11400 0.92387  N13 1.340, O15 1.221, C16 1.529
15 O -0.65395 1.14264 0.32455  C14 1.221
16 C 0.35022 0.10306 2.26546  C14 1.529, C17 1.534, C21 1.545, H46 1.093
17 C -0.61297 0.65052 3.32688  C16 1.534, C18 1.533, H47 1.093, H48 1.091
18 C -0.05840 0.70790 4.75498  C17 1.533, C19 1.528, C20 1.527, H49 1.095
19 C -1.11203 1.32505 5.67370  C18 1.528, H50 1.088, H51 1.088, H52 1.087
20 C 0.33295 -0.67600 5.26771  C18 1.527, H53 1.087, H54 1.088, H55 1.088
21 C 1.67787 0.88440 2.15097  C16 1.545, C22 1.536, C29 1.521, H56 1.095
22 C 1.43291 2.38024 1.90331  C21 1.536, S23 1.820, H57 1.089, H58 1.088
23 S 2.87998 3.31116 1.30913  C22 1.820, C24 1.760
24 C 2.92098 2.87753 -0.39643  S23 1.760, C25 1.361, S28 1.738
25 C 1.94773 2.36280 -1.19720  C24 1.361, C26 1.413, H59 1.074
26 C 2.40519 2.14542 -2.51664  C25 1.413, C27 1.356, H60 1.076
27 C 3.69927 2.50576 -2.69911  C26 1.356, S28 1.722, H61 1.071
28 S 4.41339 3.11447 -1.25572  C24 1.738, C27 1.722
29 C 2.50096 0.23747 1.04735  C21 1.521, O30 1.222, N31 1.345
30 O 2.05165 -0.46728 0.15591  C29 1.222
31 N 3.83057 0.39694 1.17642  C29 1.345, O32 1.398, H62 1.011
32 O 4.63648 -0.10238 0.14964  N31 1.398, H63 0.980
33 H -4.96840 -3.53307 -2.06574  C1 1.091
34 H -3.63887 -4.28656 -2.97465  C1 1.092
35 H -3.73139 -4.48196 -1.20822  C1 1.089
36 H -3.11394 -1.90567 -2.52129  N2 1.008
37 H -2.04261 -0.36401 -0.97836  C5 1.096
38 H 0.48857 -0.67937 -1.62380  C6 1.092
39 H 0.04044 -2.34832 -1.98521  C6 1.092
40 H -0.96855 1.17625 -2.65609  C8 1.080
41 H -1.89075 1.95623 -4.80533  C9 1.080
42 H -2.32978 0.34073 -6.61866  C10 1.080
43 H -1.83404 -2.05154 -6.27630  C11 1.080
44 H -0.90685 -2.82484 -4.13163  C12 1.081
45 H -0.55228 -1.94794 0.95419  N13 1.010
46 H 0.60305 -0.93290 2.50598  C16 1.093
47 H -1.49923 0.01012 3.32690  C17 1.093
48 H -0.93577 1.64849 3.02499  C17 1.091
49 H 0.82657 1.35262 4.77540  C18 1.095
50 H -2.00544 0.70499 5.69525  C19 1.088
51 H -1.39201 2.31739 5.32769  C19 1.088
52 H -0.73029 1.41141 6.68824  C19 1.087
53 H 1.16255 -1.09114 4.70098  C20 1.087
54 H -0.51115 -1.35842 5.19575  C20 1.088
55 H 0.63633 -0.61727 6.31051  C20 1.088
56 H 2.24575 0.77131 3.08061  C21 1.095
57 H 1.16952 2.87123 2.83954  C22 1.089
58 H 0.62753 2.52054 1.18607  C22 1.088
59 H 0.95034 2.12532 -0.87718  C25 1.074
60 H 1.78252 1.73506 -3.29189  C26 1.076
61 H 4.28954 2.45526 -3.59181  C27 1.071
62 H 4.27368 1.15567 1.67570  N31 1.011
63 H 3.99745 -0.56143 -0.43446  O32 0.980



The following is a DFT calculation (ωB97M-V/def2-TZVPD) of 2 unconnected molecules or ions with the total composition C7H17N3OS.

energy relative to the best compared isomer or geometry (same formula, charge and spin)	15.50	kcal per mole
2S+1	1
HOMO energy	-0.6077	Eh
LUMO energy	-0.300	hartree
total energy	-913.87069	Ha
total charge	+2
largest force on an atom	0.112	Eh/bohr
Kohn-Sham gap	8.37	eV

Each atom is followed by the atoms it is bonded to, with distances in Å.
Cartesian coordinates (Å):
1 C -1.37680 0.32243 1.09132  C3 1.488, N8 1.299, H13 1.061
2 C -3.36709 0.33911 -0.26768  N8 1.337, N9 1.552, S12 1.913, H14 1.081
3 C -0.15158 0.43418 0.25396  C1 1.488, C6 1.448, N10 1.248
4 C 0.60334 -1.69866 1.00203  N10 1.405, H15 1.087, H16 1.168, H17 1.083
5 C 4.62285 -0.13586 -0.30800  O11 1.404, H18 1.238, H19 1.122, H20 1.153
6 C 0.09603 1.80504 -0.14018  C3 1.448, C7 1.341, H21 1.069
7 C 1.26870 2.13027 -0.70359  C6 1.341, H23 1.120, H24 1.066
8 N -2.65496 0.37318 0.86370  C1 1.299, C2 1.337
9 N -4.82289 0.44614 0.25842  C2 1.552, H25 1.082, H26 0.985, H27 1.009
10 N 0.68113 -0.49466 0.28271  C3 1.248, C4 1.405, H28 1.027
11 O 3.32615 -0.38248 -0.78637  C5 1.404, H29 1.015
12 S -3.08569 -1.29689 -1.21788  C2 1.913, H22 1.341
13 H -1.38048 0.42439 2.14760  C1 1.061
14 H -3.30962 1.18747 -0.93465  C2 1.081
15 H -0.07197 -2.31227 0.41162  C4 1.087
16 H 1.66352 -2.18185 0.92180  C4 1.168
17 H 0.24669 -1.44022 1.99132  C4 1.083
18 H 4.61608 0.46176 0.77589  C5 1.238
19 H 5.27883 0.49915 -0.96036  C5 1.122
20 H 5.35947 -0.96850 -0.00065  C5 1.153
21 H -0.52483 2.65039 0.06846  C6 1.069
22 H -4.32376 -1.46494 -1.70410  S12 1.341
23 H 2.02598 1.42426 -1.13132  C7 1.120
24 H 1.49633 3.15132 -0.90928  C7 1.066
25 H -4.77228 0.46575 1.33949  N9 1.082
26 H -5.35121 -0.37347 0.11770  N9 0.985
27 H -5.32828 1.29080 0.03758  N9 1.009
28 H 1.50140 -0.31856 -0.30878  N10 1.027
29 H 3.46768 -0.84524 -1.67872  O11 1.015



> Look up the total energy of the first one.

-572.59357 Ha



> What is the Kohn-Sham gap in the third record?

8.37 eV